Record 1
Entry from OMol25: a 3-piece molecular cluster, C38H76FN4O2SSi overall in a non-equilibrium geometry (ωB97M-V/def2-TZVPD).

CARTESIAN COORDINATES (ANGSTROEM)
C -4.006 -7.075 0.088
C -2.527 -6.756 -0.405
C -2.551 -5.565 -1.439
C -2.745 -5.999 -2.943
C -1.555 -5.602 -3.913
C -1.505 -4.100 -4.380
C -2.898 -3.328 -4.292
N -3.233 -2.865 -2.919
C -4.217 -1.711 -3.101
C -5.182 -1.523 -1.869
C -5.334 0.006 -1.449
C -5.789 0.173 0.060
C -4.610 0.600 0.999
C -3.947 1.992 0.615
C -2.464 1.839 0.031
C -1.367 2.594 0.868
Si 0.402 1.937 0.544
C 0.566 1.312 -1.279
C 1.745 3.288 0.721
C 0.792 0.380 1.620
C 2.137 -0.198 1.635
C 2.436 -1.402 2.410
C 1.416 -2.075 3.198
C 0.083 -1.488 3.225
C -0.209 -0.295 2.457
C -2.080 -2.253 -2.324
N -2.070 -2.082 -1.036
N -0.940 -1.520 -0.428
N -0.985 -1.893 -3.173
C -0.433 -3.162 -3.735
F 0.442 -2.726 -4.764
C 0.487 -3.759 -2.619
S 1.968 -2.630 -2.487
O 2.435 -2.663 -1.092
O 3.024 -3.098 -3.373
H -4.068 -8.122 0.483
H -4.754 -6.899 -0.734
H -4.318 -6.378 0.916
H -1.998 -6.371 0.512
H -1.995 -7.658 -0.790
H -1.658 -4.923 -1.241
H -3.449 -4.935 -1.169
H -3.755 -5.724 -3.353
H -2.751 -7.128 -2.940
H -1.731 -6.217 -4.842
H -0.625 -6.017 -3.461
H -1.296 -4.118 -5.487
H -3.739 -3.990 -4.631
H -2.861 -2.456 -5.001
H -4.810 -1.835 -4.035
H -3.640 -0.741 -3.191
H -6.211 -1.862 -2.154
H -4.885 -2.104 -0.960
H -4.378 0.567 -1.621
H -6.126 0.512 -2.069
H -6.674 0.860 0.142
H -6.173 -0.834 0.392
H -5.034 0.707 2.038
H -3.879 -0.251 1.033
H -4.569 2.459 -0.189
H -3.918 2.620 1.536
H -2.233 0.744 0.087
H -2.473 2.111 -1.057
H -1.364 3.676 0.583
H -1.588 2.425 1.955
H -0.317 1.593 -1.910
H 1.462 1.801 -1.762
H 0.764 0.215 -1.304
H 1.503 4.075 -0.049
H 1.832 3.696 1.754
H 2.700 2.809 0.360
H 2.971 0.242 1.039
H 3.474 -1.805 2.378
H 1.623 -3.005 3.769
H -0.734 -1.953 3.814
H -1.248 0.127 2.466
H -2.876 -2.350 -0.462
H -1.263 -1.192 0.494
H -0.227 -2.226 -0.201
H -1.255 -1.248 -3.920
H 0.053 -3.762 -1.594
H 0.943 -4.752 -2.876
H 1.563 -1.328 -2.765
C 4.808 1.407 -2.637
C 5.513 2.197 -1.541
C 5.326 3.710 -1.668
C 5.895 4.336 -2.943
C 7.389 4.103 -3.173
C 8.268 4.711 -2.086
H 5.204 1.644 -3.626
H 4.941 0.335 -2.475
H 3.733 1.615 -2.636
H 6.577 1.943 -1.533
H 5.116 1.879 -0.571
H 5.776 4.193 -0.794
H 4.255 3.939 -1.619
H 5.704 5.414 -2.913
H 5.343 3.960 -3.811
H 7.663 4.551 -4.133
H 7.600 3.034 -3.262
H 8.104 5.788 -2.009
H 9.322 4.548 -2.320
H 8.074 4.260 -1.110
C 1.392 1.953 4.563
C 0.467 2.206 5.746
C -0.348 3.492 5.611
C 0.474 4.782 5.551
C 1.398 5.022 6.745
C 0.651 5.168 8.065
H 2.145 2.739 4.464
H 1.917 1.004 4.695
H 0.830 1.894 3.632
H 1.049 2.217 6.672
H -0.228 1.363 5.832
H -1.054 3.550 6.446
H -0.961 3.431 4.704
H -0.217 5.627 5.460
H 1.074 4.789 4.634
H 1.964 5.940 6.562
H 2.135 4.219 6.825
H -0.062 5.995 8.021
H 1.354 5.375 8.875
H 0.109 4.257 8.326

The LUMO energy is -3.9 eV. The gap between HOMO and LUMO comes out at 7.3773 eV. As for the net charge: +1. The value obtained for the total energy is -2650.179454 a.u. The value obtained for the maximum force is 4.10 eV/Å.



Record 2
Entry from OMol25: a 9-piece molecular cluster, C38H77Br2Cl2N19O9P overall in a non-equilibrium geometry (ωB97M-V/def2-TZVPD).

CARTESIAN COORDINATES (ANGSTROEM)
C 2.589 -3.130 -6.572
C 1.934 -2.237 -5.840
C 1.316 -1.145 -4.791
C 0.793 -2.000 -3.530
C -0.274 -1.260 -2.570
C 0.281 -0.275 -1.424
P 2.079 0.160 -1.297
O 3.136 -0.515 -2.192
C -0.599 1.103 -1.616
C -0.456 1.781 -3.087
Br 1.240 2.259 -4.003
C -1.657 2.037 -3.882
C -3.160 1.716 -3.418
Br -1.491 2.868 -5.714
N -0.095 2.078 -0.642
Cl -0.367 3.642 -1.193
C -0.184 1.773 0.807
C -1.569 2.472 1.350
C -1.571 4.007 1.753
C -2.680 4.231 2.946
C -4.199 4.224 2.334
N -4.481 5.378 1.421
C 1.164 2.435 1.385
C 1.328 2.824 2.906
C 2.805 3.352 3.287
C 3.181 3.740 4.761
C 2.152 3.676 5.952
C 0.694 3.164 5.626
C -0.372 3.067 6.828
C 0.351 2.765 4.119
C -0.332 0.144 1.078
C 0.164 -0.297 2.565
C 1.710 -0.404 2.887
C 2.110 -0.273 4.282
N -0.162 -0.815 -0.045
C 0.503 -2.145 0.188
C -0.554 -3.406 0.284
C 0.343 -4.617 0.955
Cl -1.971 -3.141 1.404
H 3.499 -3.736 -6.998
H 2.176 -0.419 -4.574
H 0.478 -0.601 -5.360
H 0.231 -2.915 -3.997
H 1.649 -2.495 -2.908
H -1.049 -0.778 -3.302
H -0.910 -2.159 -2.160
H 2.516 -0.141 0.065
H 2.341 1.590 -1.425
H -1.687 0.810 -1.346
H -3.690 2.682 -3.029
H -3.278 0.818 -2.714
H -3.747 1.437 -4.390
H -2.019 1.900 2.267
H -2.328 2.328 0.471
H -0.571 4.522 1.962
H -2.032 4.596 0.852
H -2.554 3.502 3.823
H -2.515 5.329 3.311
H -4.420 3.250 1.725
H -4.986 4.290 3.197
H -3.745 6.100 1.437
H -4.741 5.087 0.468
H 2.020 1.670 1.147
H 1.522 3.383 0.796
H 3.648 3.452 2.490
H 4.272 4.080 4.980
H 2.542 3.968 7.008
H -0.882 4.117 6.899
H 0.117 2.912 7.875
H -1.238 2.322 6.634
H -0.712 2.355 3.914
H -1.493 0.081 1.305
H -0.260 -1.381 2.710
H -0.467 0.312 3.336
H 2.584 -0.623 2.164
H 3.231 -0.226 4.597
H 1.297 -0.280 5.092
H -1.133 -1.130 -0.327
H 1.167 -2.282 1.097
H 1.206 -2.492 -0.685
H -0.865 -3.810 -0.744
H 0.244 -4.645 2.106
H 1.440 -4.396 0.645
H 0.078 -5.635 0.459
C 5.271 2.924 -1.355
O 4.671 3.526 -2.232
N 5.008 1.632 -1.047
N 6.250 3.494 -0.615
H 5.488 1.117 -0.331
H 4.283 1.172 -1.579
H 6.476 4.456 -0.815
H 6.755 3.015 0.109
C -3.215 -1.386 -6.372
O -4.111 -2.199 -6.524
N -2.962 -0.400 -7.261
N -2.392 -1.399 -5.295
H -2.228 0.278 -7.151
H -3.552 -0.354 -8.078
H -2.547 -2.120 -4.607
H -1.648 -0.739 -5.152
C -6.323 3.923 -6.124
O -7.456 4.092 -5.705
N -5.230 4.005 -5.328
N -6.057 3.639 -7.421
H -4.288 3.870 -5.653
H -5.386 4.215 -4.355
H -6.845 3.569 -8.046
H -5.132 3.497 -7.784
C -5.771 0.669 0.937
O -4.940 1.445 1.390
N -5.442 -0.550 0.446
N -7.089 0.960 0.887
H -6.109 -1.200 0.070
H -4.467 -0.805 0.466
H -7.375 1.859 1.243
H -7.786 0.337 0.519
C 2.167 -7.756 0.854
O 1.576 -7.148 -0.029
N 1.892 -9.044 1.162
N 3.146 -7.193 1.599
H 2.366 -9.560 1.883
H 1.168 -9.500 0.629
H 3.381 -6.233 1.400
H 3.642 -7.675 2.328
C 6.021 -5.581 -7.579
O 5.538 -4.473 -7.760
N 6.584 -6.304 -8.574
N 6.035 -6.182 -6.366
H 6.985 -7.215 -8.446
H 6.593 -5.890 -9.494
H 5.625 -5.675 -5.597
H 6.427 -7.091 -6.197
C 3.441 5.959 9.550
O 3.173 5.575 8.420
N 4.617 5.676 10.157
N 2.586 6.700 10.292
H 4.856 5.981 11.084
H 5.282 5.125 9.637
H 1.699 6.932 9.874
H 2.788 7.024 11.221
C -1.942 -7.650 3.467
O -2.371 -8.302 4.405
N -0.849 -8.020 2.759
N -2.521 -6.498 3.052
H -0.480 -7.498 1.984
H -0.389 -8.873 3.036
H -3.339 -6.188 3.555
H -2.183 -5.948 2.283

The LUMO energy is -2.7 eV. The gap between HOMO and LUMO comes out at 7.2871 eV. As for the net charge: +1. The value obtained for the total energy is -9620.860929 a.u. The value obtained for the maximum force is 7.23 eV/Å.



Record 3
Entry from OMol25: C38H78HfN3O17 as an isolated structure in a non-equilibrium geometry (ωB97M-V/def2-TZVPD).

CARTESIAN COORDINATES (ANGSTROEM)
Hf -2.632 -2.680 -1.039
C 0.385 0.760 0.257
C 0.306 -0.764 0.197
C 0.857 -1.435 1.509
O -0.873 -1.335 -0.319
H 0.231 1.167 -0.743
H 1.427 0.963 0.504
H -0.414 1.123 0.903
H 1.000 -1.071 -0.586
H 0.799 -2.517 1.397
H 0.253 -1.140 2.368
H 1.863 -1.085 1.740
C 4.948 -0.944 0.004
N 5.685 -0.626 1.179
O 5.066 -0.535 2.236
O 6.884 -0.391 1.057
H 4.793 0.066 -0.375
H 4.026 -1.486 0.213
H 5.543 -1.510 -0.712
C 2.291 0.282 4.186
N 2.256 1.635 4.896
O 2.689 2.591 4.283
O 1.890 1.607 6.070
H 1.245 -0.008 4.084
H 2.734 -0.554 4.727
H 2.782 0.324 3.214
C 3.030 -4.377 -0.263
N 4.449 -4.702 0.077
O 5.335 -3.827 0.319
O 4.661 -5.897 0.186
H 2.653 -3.575 0.371
H 2.455 -5.290 -0.108
H 2.962 -4.097 -1.314
C -0.169 -2.067 -3.497
O -1.398 -2.705 -3.214
C -2.144 -3.068 -4.413
C -3.171 -4.081 -4.018
O -3.849 -3.673 -2.771
C -5.271 -3.736 -3.001
H 0.422 -2.813 -4.029
H 0.361 -1.796 -2.584
H -0.241 -1.106 -4.007
H -1.476 -3.422 -5.198
H -2.596 -2.160 -4.813
H -2.737 -5.059 -3.810
H -3.843 -4.151 -4.874
H -5.666 -4.723 -3.245
H -5.621 -3.059 -3.780
H -5.700 -3.382 -2.064
C -2.823 5.553 -7.189
O -2.992 4.683 -6.168
C -2.576 3.392 -6.474
C -2.490 2.566 -5.157
O -1.365 2.935 -4.391
C -1.392 2.324 -3.128
H -3.692 5.474 -7.842
H -1.931 5.485 -7.812
H -2.798 6.573 -6.807
H -1.575 3.351 -6.902
H -3.197 2.930 -7.242
H -2.298 1.531 -5.441
H -3.376 2.759 -4.552
H -2.305 2.571 -2.585
H -0.606 2.796 -2.538
H -1.149 1.266 -3.233
C 6.182 -4.192 4.348
O 4.831 -4.643 4.347
C 3.967 -3.761 3.831
C 2.445 -4.226 3.633
O 2.453 -5.298 2.703
C 1.102 -5.732 2.295
H 6.423 -3.625 3.449
H 6.764 -5.100 4.503
H 6.503 -3.572 5.185
H 4.307 -3.472 2.836
H 4.069 -2.888 4.475
H 1.652 -3.535 3.348
H 2.178 -4.668 4.593
H 0.593 -5.974 3.229
H 1.113 -6.555 1.582
H 0.609 -4.892 1.806
C -5.704 -1.378 0.347
O -4.257 -1.434 0.258
C -3.681 -0.802 1.447
C -3.319 -1.968 2.399
O -2.624 -2.876 1.539
C -2.120 -3.907 2.383
H -6.085 -0.403 0.044
H -6.080 -1.514 1.361
H -6.094 -2.122 -0.347
H -4.419 -0.188 1.963
H -2.835 -0.173 1.169
H -4.183 -2.480 2.822
H -2.720 -1.601 3.232
H -1.843 -4.852 1.915
H -2.963 -4.258 2.978
H -1.309 -3.588 3.037
C -6.916 2.529 2.387
O -5.956 1.807 1.584
C -5.081 2.626 0.769
C -4.068 3.308 1.638
O -3.024 2.309 1.813
C -2.048 2.747 2.796
H -7.424 1.795 3.013
H -7.614 3.115 1.790
H -6.555 3.220 3.149
H -5.706 3.433 0.386
H -4.648 2.084 -0.072
H -4.535 3.632 2.568
H -3.537 4.143 1.181
H -1.426 3.567 2.436
H -1.373 1.891 2.767
H -2.392 2.813 3.828
C 5.485 1.979 -2.388
C 4.115 2.244 -2.168
C 3.711 2.762 -0.954
C 4.653 2.987 0.070
C 6.014 2.619 -0.114
C 6.423 2.074 -1.320
H 5.731 1.595 -3.367
H 3.446 2.061 -2.996
H 2.683 3.046 -0.787
H 4.336 3.403 1.014
H 6.675 2.608 0.741
H 7.425 1.710 -1.492
C 0.510 5.515 -0.715
C 0.341 4.448 0.160
C 0.993 4.460 1.316
C 1.900 5.483 1.633
C 2.143 6.491 0.725
C 1.433 6.513 -0.424
H 0.146 5.423 -1.727
H -0.364 3.656 -0.045
H 0.884 3.601 1.962
H 2.309 5.537 2.632
H 2.895 7.249 0.887
H 1.555 7.329 -1.121

The LUMO energy (alpha / beta) is -7.3 / -7.9 eV. Its spin multiplicity is 2. The gap between HOMO and LUMO (alpha / beta) comes out at 4.9635 / 4.3528 eV. As for the net charge: +2. The value obtained for the total energy is -2984.877375 a.u. The value obtained for the maximum force is 5.65 eV/Å.